52
Properties=species:S:1:pos:R:3:forces:R:3 method="wB97M-V/def2-TZVPD" lumo_ev="2.1 / 2.1" total_charge=-1 spin_multiplicity=3 energy_ev=-67817.9476 e_homo_ev="-2.9642 / -3.1452" de_lowest_kj_mol=117.8 max_force_ev_per_a=4.41
O -1.049 1.482 -4.052 0.19 -0.23 -1.89
C -0.775 0.632 -5.235 0.02 -0.41 0.47
C -0.797 1.792 -6.235 -0.07 -0.12 0.90
H -1.589 -0.093 -5.402 0.47 0.07 0.30
H 0.214 0.149 -5.157 -0.54 -0.07 0.17
C -1.103 2.628 -4.954 0.02 0.71 -0.76
H -1.621 1.734 -6.961 0.45 0.18 0.16
H 0.182 1.994 -6.694 -0.50 0.03 0.01
C -2.478 3.276 -5.005 0.07 0.08 0.22
H -3.258 2.554 -5.281 0.21 0.13 0.14
H -2.465 4.081 -5.757 -0.05 -0.20 0.21
H -2.711 3.714 -4.027 -0.11 -0.08 -0.18
C -0.021 3.648 -4.638 -0.15 0.02 0.16
H 0.975 3.185 -4.645 -0.27 0.10 0.06
H -0.218 4.082 -3.649 0.19 -0.03 -0.17
H -0.047 4.450 -5.392 0.05 -0.18 0.22
Ni 0.565 -1.760 3.841 0.01 1.99 -1.12
C 2.692 -1.196 4.321 0.64 -1.16 -0.68
C 2.677 -2.581 3.853 0.88 1.73 -1.19
C 2.429 -2.529 2.432 1.22 -0.25 1.02
H 3.079 -3.461 4.356 -1.00 0.28 0.22
C 2.567 -1.184 2.015 0.10 0.38 0.72
C 2.645 -0.364 3.152 0.74 -0.71 -0.06
H 2.818 0.700 3.162 -0.26 0.15 -0.05
H 2.891 -0.858 5.346 -0.25 -0.27 -0.56
H 2.404 -3.405 1.792 0.02 0.15 0.06
H 2.777 -0.866 1.009 -0.61 0.16 -0.31
C -1.014 -0.745 5.415 0.87 -0.33 -1.50
C -0.171 0.238 4.785 -1.79 0.24 0.69
C -0.722 0.455 3.480 -0.14 -0.17 0.46
H 0.583 0.853 5.285 -0.48 -0.15 -0.18
C -1.682 -0.536 3.235 0.34 -0.10 0.57
C -1.729 -1.423 4.358 -0.99 1.57 0.70
H -2.382 -2.301 4.443 0.29 0.59 0.14
H -1.147 -0.865 6.477 0.71 -0.80 0.03
H -0.628 1.380 2.942 0.50 -0.05 -0.49
H -2.407 -0.514 2.439 0.28 -0.38 -0.48
O -0.063 -1.166 1.013 -0.10 0.00 -1.81
C 0.038 0.128 0.374 -0.27 0.11 0.32
C 0.302 -0.108 -1.120 0.25 -0.20 0.40
H 0.826 0.721 0.862 -0.14 -0.34 -0.07
H -0.911 0.667 0.532 0.14 -0.16 -0.06
C -0.385 -1.453 -1.349 -0.35 0.12 0.37
H 1.387 -0.217 -1.253 -0.20 0.07 -0.17
H -0.083 0.688 -1.765 0.15 -0.10 0.14
C -0.119 -2.173 -0.023 0.23 0.10 0.28
H -0.009 -2.002 -2.219 -0.11 0.05 0.13
H -1.470 -1.291 -1.447 0.27 -0.07 -0.17
H 0.838 -2.715 -0.064 -0.06 0.14 0.11
H -0.898 -2.896 0.236 0.04 0.11 0.04
N 0.501 -3.418 6.149 0.32 -0.47 -1.13
C 0.560 -3.113 5.020 -1.21 -2.21 3.62



168
Properties=species:S:1:pos:R:3:forces:R:3 method="wB97M-V/def2-TZVPD" lumo_ev=0.4 total_charge=0 spin_multiplicity=1 energy_ev=-73017.5515 e_homo_ev=-9.5215 de_lowest_kj_mol=247.1 max_force_ev_per_a=2.59
C 4.513 5.411 -7.369 0.11 -1.20 0.92
C 5.881 4.948 -6.852 0.10 0.65 -0.51
O 6.848 5.420 -7.787 -0.03 -0.61 -0.04
C 8.193 5.219 -7.406 0.45 0.46 -0.09
C 9.132 5.331 -8.614 -0.81 -0.05 -0.01
H 3.805 5.203 -6.566 -0.20 0.24 0.12
H 4.482 6.475 -7.601 0.16 -0.21 -0.14
H 4.171 4.764 -8.177 0.20 0.41 -0.37
H 6.054 5.313 -5.839 0.21 0.71 0.11
H 5.993 3.875 -6.700 -0.34 -0.39 -0.51
H 8.395 5.959 -6.632 0.46 0.23 0.08
H 8.409 4.255 -6.945 -0.53 -0.43 0.06
H 9.045 6.285 -9.133 0.20 0.18 0.30
H 8.827 4.595 -9.358 0.02 -0.22 0.07
H 10.159 5.108 -8.323 -0.01 0.23 0.00
C -5.295 5.779 -4.533 -0.50 0.42 -0.76
C -6.260 6.955 -4.763 0.98 -0.16 0.68
O -6.631 7.432 -3.485 0.42 0.90 0.58
C -7.312 8.701 -3.440 -0.36 -1.30 -0.65
C -8.691 8.469 -4.028 -0.62 1.10 0.59
H -4.377 6.062 -4.019 -0.39 0.15 0.51
H -5.854 4.983 -4.042 0.43 -0.14 0.08
H -4.920 5.461 -5.506 -0.32 -0.38 -0.15
H -5.708 7.720 -5.309 -0.16 0.34 -0.21
H -7.141 6.651 -5.329 0.02 -0.10 -0.17
H -7.385 8.998 -2.393 -0.05 -0.32 0.07
H -6.795 9.533 -3.919 0.45 -0.24 -0.45
H -9.216 7.781 -3.366 -0.09 -0.16 -0.28
H -8.767 8.157 -5.070 0.45 -0.21 0.13
H -9.226 9.418 -3.991 -0.26 0.11 0.06
C 6.807 3.613 4.102 0.39 -0.03 1.04
C 6.669 3.763 2.630 -0.41 -0.58 0.11
O 7.618 2.958 1.975 0.01 0.79 0.30
C 7.636 3.143 0.586 0.85 -1.47 -0.60
C 8.262 1.840 0.065 -0.20 0.35 -0.88
H 6.005 4.177 4.579 0.04 -0.01 0.17
H 6.758 2.579 4.445 -0.27 -0.11 -0.26
H 7.765 3.969 4.482 0.03 0.29 -0.12
H 5.681 3.379 2.376 -0.36 0.18 -0.35
H 6.713 4.820 2.367 0.24 0.13 -0.33
H 6.636 3.257 0.167 -0.26 0.06 0.09
H 8.233 3.994 0.258 0.09 0.34 0.31
H 7.499 1.061 0.041 0.23 -0.20 0.40
H 9.150 1.555 0.628 -0.30 -0.03 0.30
H 8.606 1.920 -0.967 -0.08 0.28 -0.17
C -4.581 7.008 7.210 0.78 0.51 -1.02
C -4.065 5.678 7.732 0.26 0.51 -0.64
O -3.089 5.139 6.817 -0.35 -0.25 0.40
C -2.477 3.898 7.285 -0.78 1.34 -0.33
C -1.612 3.409 6.168 0.15 -0.28 -0.90
H -3.705 7.635 7.046 0.05 0.18 -0.07
H -5.058 6.917 6.234 -0.08 -0.21 -0.01
H -5.248 7.599 7.837 -0.03 -0.55 0.41
H -3.548 5.922 8.660 -0.27 -0.60 0.50
H -4.931 5.020 7.808 0.25 -0.48 0.53
H -1.887 4.149 8.166 -0.06 -0.28 0.29
H -3.291 3.207 7.503 0.11 -0.22 0.31
H -2.218 3.189 5.290 -0.16 0.30 -0.08
H -1.088 2.467 6.329 0.09 0.11 0.60
H -0.890 4.179 5.895 0.05 -0.06 0.00
C -2.228 -9.442 3.110 -0.36 -0.21 -1.12
C -1.043 -10.410 2.943 -0.51 0.90 0.94
O -0.152 -10.088 3.972 0.87 -0.29 2.42
C -0.380 -10.753 5.281 1.38 0.43 -1.28
C 0.436 -10.121 6.389 0.00 0.62 0.34
H -1.956 -8.392 3.006 0.59 -0.11 -0.01
H -2.941 -9.599 2.301 -0.38 -0.17 0.12
H -2.735 -9.497 4.073 0.06 -0.46 -0.03
H -1.295 -11.468 3.000 -0.45 -0.12 -0.06
H -0.492 -10.264 2.014 -0.19 0.17 -0.11
H -1.415 -10.778 5.621 -0.21 -0.15 -0.58
H 0.073 -11.738 5.167 -0.66 -0.44 -0.14
H 0.533 -10.851 7.192 0.04 -0.11 0.01
H -0.039 -9.254 6.847 -0.10 0.14 -0.21
H 1.442 -9.816 6.101 -0.05 -0.17 -0.27
C -1.520 -6.579 12.245 0.27 -0.69 0.52
C -1.902 -5.160 11.899 0.04 -0.51 -1.04
O -2.106 -5.225 10.487 -0.15 0.61 -0.03
C -2.521 -3.993 9.911 -0.51 -0.81 0.13
C -2.792 -4.197 8.446 0.85 -0.18 -0.54
H -2.256 -7.273 11.840 -0.26 0.17 0.08
H -0.581 -6.921 11.808 0.15 0.48 -0.17
H -1.429 -6.785 13.311 -0.15 0.25 0.12
H -2.819 -4.849 12.400 -0.23 -0.04 0.10
H -1.148 -4.403 12.114 0.31 -0.06 0.19
H -3.474 -3.686 10.342 -0.04 0.22 0.54
H -1.765 -3.228 10.086 0.05 0.22 -0.01
H -3.376 -5.088 8.217 -0.41 0.19 0.39
H -1.855 -4.387 7.923 0.13 0.27 -0.13
H -3.257 -3.298 8.042 -0.04 -0.13 -0.16
C 4.279 -0.797 -11.362 0.74 0.12 0.77
C 2.942 -1.403 -11.666 -1.20 0.42 0.28
O 2.133 -1.212 -10.500 0.42 0.50 0.32
C 0.734 -1.468 -10.594 1.38 -0.69 -0.23
C 0.082 -1.160 -9.271 -0.08 -0.37 0.21
H 4.175 0.238 -11.035 -0.18 0.13 -0.38
H 4.729 -1.266 -10.487 -0.08 -0.36 0.03
H 5.033 -0.860 -12.146 -0.32 -0.01 -0.26
H 2.448 -0.880 -12.485 0.05 0.13 -0.34
H 2.976 -2.455 -11.947 0.18 -0.26 0.11
H 0.303 -0.953 -11.454 -0.16 0.35 0.02
H 0.686 -2.536 -10.806 -0.63 -0.30 -0.04
H 0.507 -1.766 -8.471 0.24 -0.12 -0.13
H -0.959 -1.479 -9.332 -0.18 0.38 0.04
H 0.185 -0.129 -8.934 -0.19 0.08 -0.38
C -5.383 -4.680 -3.116 0.61 -0.11 -0.04
C -6.039 -3.429 -2.512 -0.64 -1.46 -0.71
O -7.417 -3.740 -2.487 -0.37 -0.14 -0.21
C -8.336 -2.666 -2.339 0.93 -0.65 -0.49
C -9.701 -3.264 -2.515 -0.69 0.17 0.27
H -5.536 -4.850 -4.181 -0.31 0.76 -0.18
H -4.301 -4.623 -3.001 0.09 -0.14 0.21
H -5.751 -5.627 -2.719 0.03 0.26 0.70
H -5.724 -3.243 -1.485 0.43 0.20 -0.02
H -5.837 -2.591 -3.178 0.03 0.39 0.19
H -8.188 -2.225 -1.354 -0.23 0.25 0.16
H -8.094 -1.936 -3.111 -0.18 0.41 -0.01
H -9.781 -4.139 -1.870 -0.11 0.05 0.06
H -9.960 -3.577 -3.526 0.47 0.02 -0.10
H -10.465 -2.538 -2.235 -0.07 0.00 0.19
C 6.367 -7.944 2.518 0.51 0.12 -0.34
C 5.933 -6.759 3.337 1.28 0.26 0.70
C 6.848 -5.498 3.221 -0.92 -0.75 -0.22
O 4.628 -6.390 3.002 -0.65 0.61 -0.20
H 5.608 -8.724 2.581 0.04 -0.13 -0.03
H 7.302 -8.330 2.926 0.06 -0.15 -0.14
H 6.515 -7.670 1.474 -0.02 -0.08 -0.09
H 5.967 -7.137 4.359 -0.12 0.32 0.53
H 6.354 -4.645 3.687 -0.12 -0.05 -0.08
H 6.967 -5.305 2.155 0.16 0.25 0.00
H 7.825 -5.585 3.697 -0.05 -0.40 -0.09
H 4.085 -7.180 3.049 -0.18 -0.01 -0.04
C -7.447 2.796 2.816 -1.09 0.56 0.79
C -6.958 3.576 1.611 1.22 -1.67 0.31
O -7.996 4.127 0.867 -0.57 0.44 -0.11
H -8.304 2.151 2.618 0.10 -0.12 -0.68
H -7.872 3.467 3.563 0.26 0.22 0.24
H -6.714 2.156 3.306 0.33 0.29 -0.25
H -6.420 2.829 1.027 0.15 -0.10 -0.53
H -6.190 4.308 1.861 -0.14 0.28 0.41
H -7.573 4.692 0.215 -0.25 0.11 -0.19
C 0.202 8.331 0.996 -0.08 -0.02 0.41
C -0.556 9.280 1.927 1.19 -0.89 -0.23
O -0.174 10.604 1.623 -0.90 0.70 -0.33
H -0.006 8.593 -0.042 0.02 0.00 0.02
H -0.079 7.291 1.159 0.01 -0.04 0.02
H 1.270 8.431 1.189 0.14 -0.10 -0.15
H -0.270 9.126 2.968 -0.27 -0.53 0.17
H -1.612 9.046 1.797 -0.15 0.93 0.07
H 0.785 10.642 1.628 0.03 -0.05 0.02
C 0.370 0.182 -1.055 -0.99 -0.22 0.50
C 1.115 -0.856 -0.217 0.71 0.39 -1.11
O 0.269 -1.689 0.552 -0.38 0.43 -0.12
H -0.167 0.842 -0.373 0.06 0.29 -0.07
H -0.398 -0.236 -1.705 0.03 -0.41 0.06
H 1.007 0.766 -1.719 0.34 -0.07 0.35
H 1.829 -0.297 0.388 0.03 -0.07 0.41
H 1.711 -1.447 -0.912 0.13 -0.33 -0.01
H 0.812 -2.254 1.106 0.07 0.00 -0.02
C 5.205 -4.886 -4.410 -0.16 -0.78 -0.50
C 5.605 -4.003 -5.578 0.35 -0.24 0.84
O 4.813 -2.839 -5.598 -0.39 0.53 -0.16
H 4.150 -5.146 -4.494 -0.13 0.24 0.28
H 5.453 -4.493 -3.424 -0.18 0.24 -0.17
H 5.722 -5.839 -4.521 0.24 -0.09 0.12
H 5.545 -4.567 -6.509 -0.04 0.05 -0.09
H 6.641 -3.714 -5.400 0.23 0.10 -0.35
H 4.406 -2.718 -6.459 0.07 -0.03 0.02



77
Properties=species:S:1:pos:R:3:forces:R:3 method="wB97M-V/def2-TZVPD" lumo_ev=0.5 total_charge=0 spin_multiplicity=1 energy_ev=-94724.0381 e_homo_ev=-10.5873 de_lowest_kj_mol=143.4 max_force_ev_per_a=4.16
C 2.838 -1.080 4.648 -0.37 -1.06 1.30
O 3.496 -0.220 3.797 0.68 1.36 -1.09
C 2.977 0.994 3.649 -0.27 -0.42 0.26
O 1.993 1.453 4.142 -1.19 -0.01 0.92
O 3.715 1.634 2.810 1.82 -0.60 -1.00
C 3.364 2.913 2.401 0.89 0.86 -1.28
H 2.829 -2.048 4.152 -0.62 -0.04 0.03
H 1.861 -0.685 4.967 0.40 -0.49 -0.29
H 3.495 -1.201 5.499 -0.11 -0.10 0.60
H 3.996 3.005 1.487 -1.10 0.26 0.16
H 3.813 3.644 3.060 -0.42 0.28 0.56
H 2.280 3.042 2.268 0.49 0.02 -0.03
C -5.558 2.893 -4.899 0.01 -0.40 -0.55
O -4.476 2.235 -4.265 0.61 -0.33 1.45
C -4.428 2.290 -2.921 -0.83 0.04 1.45
O -5.160 2.921 -2.163 1.05 -0.78 -1.79
O -3.447 1.467 -2.501 -1.21 1.12 -1.88
C -3.208 1.405 -1.126 1.60 -0.03 1.26
H -5.734 3.865 -4.451 0.08 0.22 -0.28
H -6.464 2.290 -4.806 0.02 0.05 0.00
H -5.206 2.877 -5.940 -0.61 0.60 0.27
H -2.130 1.187 -1.121 -0.42 0.15 0.69
H -3.714 0.560 -0.690 -0.36 -0.34 0.12
H -3.447 2.308 -0.531 0.10 -0.32 -0.76
C -2.540 -1.245 -4.138 0.34 -0.59 0.14
O -1.715 -1.088 -2.940 -0.67 0.41 -0.58
C -0.516 -1.679 -2.887 0.11 -0.74 -0.99
O -0.109 -2.516 -3.686 -0.36 1.34 1.33
O 0.121 -1.180 -1.814 -0.44 -0.24 -0.04
C 1.470 -1.682 -1.646 -0.87 0.08 -0.92
H -2.819 -2.292 -4.280 -0.31 0.15 0.48
H -2.006 -1.032 -5.049 0.71 0.41 -0.14
H -3.388 -0.548 -4.097 0.40 -0.44 0.54
H 2.003 -1.192 -2.458 0.63 -0.44 0.10
H 1.366 -2.760 -1.778 0.76 0.05 0.17
H 1.842 -1.359 -0.677 -0.22 -0.20 -0.25
C -0.147 1.406 -4.150 0.97 0.74 0.63
O 1.150 0.843 -3.755 -0.11 -0.04 0.30
C 2.250 1.240 -4.412 -2.44 1.93 -1.79
O 2.246 2.084 -5.304 0.08 -0.98 1.15
O 3.282 0.595 -3.974 0.44 -1.05 0.77
C 4.489 0.919 -4.626 0.23 1.44 -1.45
H -0.009 2.487 -4.374 -0.25 -0.74 0.27
H -0.853 1.214 -3.306 0.72 0.16 -0.76
H -0.434 0.900 -5.051 -0.41 -0.20 -0.38
H 5.175 0.111 -4.473 0.15 -0.53 -0.23
H 4.901 1.804 -4.153 0.15 0.20 0.10
H 4.282 1.221 -5.704 0.45 -0.84 1.33
C 1.446 -0.821 1.668 -0.98 0.75 1.38
O 1.429 0.320 0.799 1.07 0.32 0.19
C 0.241 0.840 0.592 -3.38 -2.14 1.15
O -0.821 0.354 1.072 2.99 1.78 -1.26
O 0.236 1.858 -0.226 0.15 0.93 -0.76
C 1.437 2.341 -0.941 -1.27 -0.62 0.78
H 2.478 -1.154 1.767 -0.20 0.14 -0.08
H 0.795 -1.547 1.234 -0.20 -0.74 -0.16
H 0.966 -0.519 2.651 0.84 -0.48 -1.05
H 2.086 1.511 -1.171 0.27 -0.07 0.02
H 1.885 3.098 -0.314 0.34 0.09 0.01
H 1.022 2.763 -1.843 0.09 0.18 -0.16
C -1.608 -1.320 6.977 0.77 -1.75 0.18
O -1.943 -1.557 5.598 -0.23 0.43 0.04
C -0.926 -2.016 4.863 -0.14 0.66 0.56
O 0.126 -2.369 5.356 -0.39 -0.21 -0.87
O -1.190 -1.974 3.565 -0.39 -0.37 0.51
C -2.483 -1.412 3.040 1.68 -1.23 -0.26
H -0.682 -0.742 7.044 -0.45 0.29 0.03
H -1.358 -2.314 7.429 -0.36 0.84 -0.13
H -2.482 -0.895 7.450 0.05 0.25 -0.04
H -2.165 -1.536 1.988 -1.26 0.45 0.35
H -2.524 -0.382 3.343 -0.17 0.35 -0.05
H -3.365 -1.995 3.378 0.78 0.27 -0.30
Cl -0.571 -5.932 2.755 -0.42 0.10 -0.43
C 0.677 -4.795 3.243 0.09 -0.31 -0.32
Cl 1.644 -4.219 1.864 -0.29 -0.01 0.07
Cl 1.709 -5.631 4.357 0.64 -0.08 0.71
H 0.215 -3.957 3.736 0.08 0.23 -0.03